Entry 1:
Density functional theory data (ωB97M-V with the def2-TZVPD basis set) for C55H68BBrIrN7O3P as an isolated structure in a non-equilibrium geometry.

Geometry as XYZ:
```
137
Properties=species:S:1:pos:R:3
Ir 0.456 0.114 0.123
Br -0.771 -5.990 0.477
P -2.117 0.260 0.054
O -0.481 -1.962 -0.785
O 0.224 -3.829 0.265
O -0.260 0.497 -4.218
N 1.338 2.853 1.146
N 0.344 0.183 -2.118
N 0.714 0.119 2.418
N 1.671 1.005 2.797
N 2.733 -0.201 0.567
N 3.080 1.097 0.759
N 0.725 2.529 -0.017
C -0.737 5.405 -2.072
C -2.780 -0.082 -4.033
C 1.060 -0.053 4.614
C -2.969 -5.670 -3.021
C 1.900 0.919 4.117
C -2.645 -4.394 -3.465
C 0.410 4.698 0.417
C 5.039 2.620 0.437
C -1.765 3.164 -2.012
C -5.133 -1.308 2.382
C -2.597 1.863 0.785
C -1.577 -5.352 -1.111
C -0.434 -3.205 -0.607
C 2.670 -3.070 0.069
C -4.890 -0.028 -2.917
C 4.740 -2.721 1.408
C 0.175 3.671 -0.499
C 2.907 1.715 4.870
C 3.879 -0.509 -3.401
C -3.314 -0.861 0.872
C -1.783 2.327 1.817
C -3.282 4.160 2.203
C -4.223 0.109 -1.713
C -3.758 2.564 0.462
C -2.120 3.474 2.519
C -2.035 -0.810 3.998
C -0.625 0.242 -2.961
C 0.336 -0.548 3.527
C -3.439 -2.158 0.374
C 4.875 -2.791 -1.070
C 0.549 3.472 -2.931
C -0.745 -1.582 3.676
C -0.912 -2.417 2.417
C 1.148 4.147 1.445
C 1.169 0.625 -4.281
C -4.375 -3.031 0.894
C 3.828 -0.851 0.149
C -5.221 -2.609 1.913
C 2.550 -0.891 -2.748
C -0.449 3.916 -1.858
C 1.959 -2.159 -3.355
C -4.157 -0.157 -4.084
C 1.623 0.327 -2.848
C -4.094 3.705 1.172
C 1.690 4.817 2.657
C -1.288 -4.064 -1.515
C 4.356 1.300 0.378
C 4.869 0.078 -0.010
C -0.429 -2.531 4.839
C 4.002 -2.342 0.107
C -2.428 -6.162 -1.842
C -2.089 0.090 -2.824
C -2.829 0.157 -1.636
C -1.813 -3.587 -2.705
C -4.179 -0.436 1.876
B 2.355 1.943 1.819
H 1.473 4.049 -2.863
H 4.915 -3.798 1.418
H -3.636 -6.298 -3.596
H 0.108 5.725 0.334
H -2.128 3.243 -3.039
H 5.707 -2.222 1.472
H 2.701 2.783 4.812
H 3.733 -0.220 -4.444
H 0.171 6.006 -2.017
H 5.853 -2.312 -1.055
H -3.041 -4.032 -4.403
H 2.889 1.415 5.915
H 2.140 -2.868 -0.863
H 1.364 4.307 3.564
H -0.984 -1.781 1.538
H -4.811 0.178 -0.811
H -1.462 5.785 -1.352
H -2.514 3.594 -1.351
H -1.816 -3.025 2.484
H 5.874 2.628 -0.261
H -5.971 -0.037 -2.934
H 5.439 2.803 1.436
H -2.812 -2.466 -0.444
H -1.160 5.530 -3.069
H -4.997 4.242 0.916
H 4.360 3.436 0.191
H 1.348 5.848 2.690
H -1.476 3.828 3.314
H -2.656 -7.162 -1.500
H 3.164 2.592 2.397
H 4.396 -2.575 -2.023
H 0.124 3.616 -3.926
H -2.219 -0.153 -4.951
H 2.042 -2.759 0.906
H -1.569 -2.586 -3.025
H 4.150 -2.458 2.288
H 5.032 -3.867 -1.005
H 2.618 -3.008 -3.170
H 5.872 -0.114 -0.348
H -4.400 2.233 -0.341
H -2.861 -1.507 4.151
H -5.817 -0.962 3.145
H 1.835 -2.078 -4.436
H 0.780 2.424 -2.789
H -4.133 0.576 2.253
H 1.415 1.628 -4.622
H -5.952 -3.290 2.329
H 4.583 -1.338 -3.390
H 2.174 1.163 -2.410
H -0.506 -2.035 5.806
H 1.536 -0.096 -5.008
H -3.562 5.042 2.763
H 2.823 -4.146 0.142
H 2.780 4.819 2.642
H -1.640 2.116 -1.758
H 4.336 0.333 -2.879
H 2.712 -1.062 -1.683
H 0.975 -0.354 5.642
H -1.147 -3.351 4.831
H 3.911 1.545 4.480
H -1.910 -0.215 4.903
H -0.061 -3.086 2.296
H 0.987 -2.388 -2.913
H -4.655 -0.296 -5.034
H -4.452 -4.036 0.499
H -2.287 -0.138 3.180
H 0.573 -2.950 4.740
H -0.890 1.772 2.073
```

Results
⟨S²⟩ ... 0.76
Total charge ... +2
Multiplicity ... 2
Strongest force on any atom ... 2.11 eV/A
HOMO (spin up / spin down) ... -13.245 / -13.245 eV


Entry 2:
Density functional theory data (ωB97M-V with the def2-TZVPD basis set) for a 2-piece molecular cluster, C3H12NO overall in a non-equilibrium geometry.

Geometry as XYZ:
```
17
Properties=species:S:1:pos:R:3
O -0.694 -1.587 0.264
N 0.811 0.289 -0.754
C 1.662 0.937 0.211
C -0.336 0.826 -1.429
C -1.318 -1.059 1.457
H -0.743 0.096 -2.199
H -0.863 -2.495 0.100
H -0.065 1.911 -1.621
H 1.810 1.960 -0.048
H -0.780 -0.111 1.628
H -1.425 -1.798 2.302
H 2.649 0.426 0.185
H 1.285 0.961 1.243
H 0.425 -0.475 -0.123
H 1.331 0.079 -1.546
H -2.468 -0.848 1.210
H -1.281 0.887 -0.880
```

Results
Total charge ... +1
Multiplicity ... 1
Strongest force on any atom ... 3.74 eV/A
HOMO ... -15.064 eV


Entry 3:
Density functional theory data (ωB97M-V with the def2-TZVPD basis set) for a 2-piece molecular cluster, C12H20 overall in a non-equilibrium geometry.

Geometry as XYZ:
```
32
Properties=species:S:1:pos:R:3
C 2.187 -0.056 1.436
C -2.000 2.101 0.194
C -0.707 1.662 -0.528
C -0.614 -2.149 0.065
C 1.555 -1.294 -0.975
C -2.087 3.619 0.381
C 2.762 -0.621 -0.825
C 0.679 -1.374 0.094
C 3.074 0.005 0.367
C -0.451 -3.573 -0.488
C 0.964 -0.673 1.281
C -3.206 1.531 -0.551
H -1.443 -1.662 -0.439
H -3.125 1.716 -1.620
H 3.972 0.584 0.492
H -1.646 4.182 -0.437
H -1.924 1.634 1.159
H 3.522 -0.587 -1.597
H -0.571 0.626 -0.244
H 0.419 -4.092 -0.090
H -0.750 1.809 -1.613
H 1.153 -1.614 -1.932
H -3.337 0.459 -0.407
H -4.138 1.986 -0.199
H 0.141 2.256 -0.193
H -0.983 -2.265 1.087
H 2.408 0.535 2.316
H -1.364 -4.140 -0.287
H -0.375 -3.592 -1.580
H 0.264 -0.769 2.100
H -1.604 3.864 1.325
H -3.126 3.956 0.311
```

Results
Multiplicity ... 1
Strongest force on any atom ... 1.44 eV/A
HOMO ... -9.002 eV
SMILES string ... CCc1ccccc1.CC(C)C


Entry 4:
Density functional theory data (ωB97M-V with the def2-TZVPD basis set) for C36H47N7P2Sc as an isolated structure.

Geometry as XYZ:
```
93
Properties=species:S:1:pos:R:3
Sc 0.117 0.481 1.057
P 3.401 -0.061 0.103
P -2.173 -1.197 -0.859
N -0.366 1.322 3.171
N 1.967 0.293 0.642
N -1.396 -0.424 0.250
N -1.023 3.125 4.333
N -0.855 2.061 5.138
N -0.401 2.742 0.803
N -1.145 5.407 0.692
C -0.749 3.413 1.904
C 3.564 -1.923 -0.120
C 0.248 -1.949 -4.050
C 3.842 2.304 -1.330
C 5.003 -2.436 -0.244
C -5.001 -4.348 0.923
C 6.125 0.617 0.823
C 4.663 -0.370 2.579
C -4.206 -3.564 1.745
C 3.666 0.794 -1.557
C -0.428 3.398 -0.353
C 4.853 0.278 -2.378
C -0.802 4.734 -0.400
C -0.720 2.645 3.155
C -1.152 -2.057 -2.088
C -3.706 -0.435 -3.113
C -3.350 -2.623 1.189
C 2.384 0.655 -2.393
C 4.264 1.929 1.863
C 4.687 0.544 1.345
C 2.781 -2.361 -1.366
C 2.868 -2.629 1.056
C -4.553 0.426 -3.794
C -0.465 0.993 4.445
C 0.526 -3.305 -3.928
C -4.942 -4.192 -0.457
C -4.479 1.963 -1.946
C -0.860 -3.413 -1.966
C -4.088 -3.253 -1.011
C -3.241 -0.104 -1.842
C -3.285 -2.464 -0.190
C -0.023 -4.034 -2.883
C -1.120 4.750 1.844
C -3.631 1.102 -1.266
C -4.941 1.625 -3.211
C -0.583 -1.328 -3.132
H -3.263 1.349 -0.277
H -4.048 -3.140 -2.088
H 2.919 -3.706 0.876
H -5.563 -4.802 -1.098
H -1.293 -3.990 -1.159
H 3.325 -2.436 2.021
H 5.282 0.090 3.353
H 5.797 0.334 -1.839
H 5.576 -2.311 0.673
H 3.652 -0.471 2.976
H 0.674 -1.379 -4.866
H 4.350 2.717 1.121
H 0.193 -5.090 -2.786
H -0.824 5.267 -1.342
H 6.251 1.373 0.051
H -0.804 -0.271 -3.236
H 5.070 -1.361 2.389
H 3.045 2.706 -0.701
H -4.254 -3.685 2.820
H 2.728 -3.452 -1.363
H -0.266 0.027 4.879
H 4.968 -3.507 -0.458
H -1.400 5.285 2.742
H -5.669 -5.081 1.355
H -5.603 2.295 -3.743
H -4.907 0.164 -4.782
H 3.790 2.801 -2.301
H 2.180 -0.361 -2.715
H -1.023 2.144 6.128
H -3.396 -1.360 -3.585
H 1.168 -3.793 -4.650
H -0.151 2.851 -1.245
H 4.711 -0.747 -2.715
H 5.552 -1.961 -1.056
H 3.236 1.906 2.224
H 2.494 1.273 -3.288
H 6.779 0.896 1.654
H 4.951 0.900 -3.272
H -2.723 -1.998 1.813
H 6.484 -0.334 0.433
H 3.260 -2.067 -2.298
H -4.786 2.896 -1.490
H 1.757 -1.984 -1.355
H 4.802 2.560 -0.890
H 1.517 1.008 -1.833
H 4.920 2.192 2.697
H 1.817 -2.346 1.104
```

Results
Total charge ... +1
Multiplicity ... 1
Strongest force on any atom ... 0.18 eV/A
HOMO ... -10.727 eV


Entry 5:
Density functional theory data (ωB97M-V with the def2-TZVPD basis set) for one molecule with the formula C4H9IO2 in a non-equilibrium geometry.

Geometry as XYZ:
```
16
Properties=species:S:1:pos:R:3
I -1.536 -0.793 -1.337
O -0.123 0.580 0.930
O -1.186 -1.003 -3.384
C 0.669 -0.583 1.279
C 1.563 -0.960 0.054
C -1.924 1.868 0.224
C -1.279 0.470 0.247
H -2.769 1.768 -0.502
H 1.676 -0.109 -0.598
H 0.045 -1.407 1.531
H -2.174 1.992 1.308
H 1.115 -1.802 -0.391
H -1.135 2.325 -0.322
H -1.709 -1.684 -3.886
H 1.374 -0.375 2.202
H 2.667 -1.239 0.297
```

Results
Multiplicity ... 1
Strongest force on any atom ... 3.51 eV/A
HOMO (spin up / spin down) ... -8.461 / -8.460 eV


Entry 6:
Density functional theory data (ωB97M-V with the def2-TZVPD basis set) for C15H20MnN7Si as an isolated structure in a non-equilibrium geometry.

Geometry as XYZ:
```
44
Properties=species:S:1:pos:R:3
Mn 0.228 0.306 0.362
Si 2.590 2.069 1.140
N -1.345 0.048 1.805
N -0.276 -1.651 -0.020
N -1.077 -4.278 -0.294
N -0.505 1.686 -0.992
N 0.857 2.020 0.700
N -2.964 -1.401 2.360
N -3.084 -0.239 3.035
C 0.119 2.659 -0.294
C -0.047 -3.796 -0.984
C -1.911 -1.189 1.625
C 3.548 2.914 -0.173
C -1.562 3.291 -2.329
C -0.038 3.991 -0.582
C -2.124 0.619 2.711
C 2.742 0.175 1.054
C -2.022 0.835 -2.718
C -1.357 1.965 -1.995
C -1.708 -3.457 0.536
C 0.360 -2.478 -0.860
C -0.899 4.292 -1.631
C 2.813 2.677 2.851
C -1.307 -2.139 0.687
H 3.306 2.522 -1.163
H 3.663 -0.226 1.483
H 2.159 2.147 3.546
H 3.849 2.513 3.164
H 4.619 2.774 -0.003
H -2.238 3.531 -3.139
H 2.715 -0.194 0.018
H 1.962 -0.314 1.674
H -2.014 1.607 3.130
H 0.470 -4.472 -1.654
H 2.610 3.747 2.930
H -1.060 5.328 -1.901
H 3.359 3.990 -0.172
H -3.106 0.944 -2.688
H -2.545 -3.843 1.105
H 0.473 4.753 -0.011
H 1.183 -2.081 -1.440
H -1.754 -0.126 -2.283
H -3.837 -0.119 3.700
H -1.728 0.834 -3.768
```

Results
⟨S²⟩ ... 6.17
Total charge ... +2
Multiplicity ... 5
Strongest force on any atom ... 1.08 eV/A
HOMO (spin up / spin down) ... -14.883 / -15.105 eV


Entry 7:
Density functional theory data (ωB97M-V with the def2-TZVPD basis set) for C20H42NNdP3S as an isolated structure in a non-equilibrium geometry.

Geometry as XYZ:
```
68
Properties=species:S:1:pos:R:3
Nd -0.186 -0.086 0.639
S -2.779 1.127 0.063
P -0.726 -2.512 -0.940
P -0.213 1.603 -2.779
P 2.338 -0.706 -0.935
N 0.797 -1.683 2.054
C -0.311 0.030 -3.636
C 3.560 0.617 -0.558
C -1.572 3.339 1.097
C -0.992 3.522 3.447
C 2.147 -3.202 3.697
C -4.067 5.206 3.108
C 0.205 -3.431 -2.249
C 2.872 -1.061 -2.669
C -2.392 -2.519 -1.735
C 1.418 -2.373 2.770
C 3.228 -2.128 -0.185
C -1.612 2.661 -3.124
C -2.302 2.158 1.372
C -1.826 2.441 3.744
C -2.544 1.807 2.730
C 1.336 2.454 -3.121
C 3.149 -4.170 3.032
C -4.905 4.203 2.817
C -0.947 -3.929 0.227
C -0.920 3.996 2.143
H 4.509 0.428 -1.079
H -2.381 -2.021 -2.713
H 2.659 -3.054 -0.311
H 3.154 1.584 -0.876
H 4.039 -3.635 2.687
H 3.375 -1.966 0.884
H 4.207 -2.255 -0.669
H 0.627 -0.534 -3.522
H -1.596 -3.622 1.056
H 3.738 0.646 0.522
H -3.410 5.141 3.980
H 2.160 1.769 -3.376
H -4.084 6.173 2.595
H -1.471 3.665 0.068
H 0.027 -4.223 0.642
H 3.944 -1.301 -2.684
H 2.667 -2.539 4.413
H -4.869 3.276 3.400
H -2.721 -3.561 -1.863
H 1.415 -3.780 4.290
H -1.401 -4.784 -0.293
H 0.347 -2.820 -3.148
H 2.694 -4.660 2.167
H -0.526 1.178 -1.433
H -5.732 4.308 2.111
H 2.711 -0.202 -3.328
H -0.326 4.886 1.962
H 3.460 -4.953 3.731
H -3.211 0.970 2.970
H -0.363 -4.330 -2.533
H -0.405 4.010 4.230
H -1.093 -0.597 -3.184
H -2.501 2.031 -3.229
H 1.664 3.058 -2.263
H 1.191 -3.743 -1.885
H -1.460 3.285 -4.015
H 2.333 -1.922 -3.081
H -1.948 2.100 4.767
H -0.522 0.170 -4.701
H 1.193 3.144 -3.969
H -3.096 -1.980 -1.087
H -1.755 3.296 -2.243
```

Results
⟨S²⟩ ... 3.76
Total charge ... +3
Multiplicity ... 4
Strongest force on any atom ... 2.93 eV/A
HOMO (spin up / spin down) ... -15.428 / -15.430 eV


Entry 8:
Density functional theory data (ωB97M-V with the def2-TZVPD basis set) for C17H22ClN2O6PdS2 as an isolated structure in a non-equilibrium geometry.

Geometry as XYZ:
```
51
Properties=species:S:1:pos:R:3
Pd -0.509 0.322 0.459
Cl 5.500 -0.074 -0.858
S -1.130 -0.771 2.646
S -2.375 -0.126 -1.355
O 1.691 3.553 1.612
O 5.795 2.554 0.130
O 4.173 3.882 0.825
O -1.887 -1.111 1.380
O -1.022 0.511 -1.575
O 0.220 1.906 1.655
N 2.859 -0.425 -0.241
N 1.847 0.278 0.293
C -3.086 1.355 -3.635
C 3.334 -3.921 -1.418
C -3.111 -0.036 -3.044
C 2.295 1.486 0.620
C 1.311 -2.263 -0.527
C 4.638 2.730 0.417
C 2.618 -1.771 -0.616
C -1.663 -2.075 3.812
C 1.030 -3.564 -0.902
C -2.120 0.576 3.356
C 3.656 1.598 0.285
C 3.631 -2.620 -1.050
C -2.650 2.481 -0.326
C 2.038 -4.397 -1.357
C 3.979 0.353 -0.265
C 1.349 2.413 1.338
C -3.387 1.159 -0.473
H -1.731 2.371 0.276
H -3.332 1.305 -4.693
H -1.377 -1.774 4.814
H -2.735 -2.206 3.724
H -2.383 2.890 -1.298
H -3.171 0.314 3.277
H 3.216 3.885 1.113
H -2.487 -0.716 -3.624
H 1.812 -5.409 -1.656
H -1.836 0.717 4.393
H -3.807 2.012 -3.157
H -2.089 1.778 -3.542
H -3.289 3.200 0.184
H -4.115 -0.447 -2.967
H 4.125 -4.569 -1.759
H 0.491 -1.628 -0.164
H -3.595 0.714 0.504
H 0.014 -3.926 -0.838
H -1.900 1.487 2.799
H -1.161 -2.998 3.542
H 4.647 -2.279 -1.101
H -4.324 1.273 -1.012
```

Results
⟨S²⟩ ... 2.01
Total charge ... +1
Multiplicity ... 3
Strongest force on any atom ... 3.31 eV/A
HOMO (spin up / spin down) ... -11.846 / -11.843 eV